# 1
{
  "formula": "C3H15NO4",
  "method": "wB97M-V/def2-TZVPD",
  "symbols": ["C", "C", "C", "N", "H", "H", "H", "H", "H", "H", "H", "H", "H", "O", "H", "H", "O", "H", "H", "O", "H", "H", "O"],
  "positions_angstrom": [[1.8409, 1.9534, 0.0539], [0.5623, 2.1590, -0.7047], [0.0761, 0.9787, -1.2511], [-0.9969, 1.2016, -2.1461], [2.5202, 2.8615, -0.0571], [1.7157, 1.8668, 1.1763], [2.5131, 1.0516, -0.1769], [0.2528, 3.1559, -1.0232], [0.3480, -0.0478, -1.0550], [-1.7184, 0.5121, -2.1498], [-1.1804, 2.0904, -2.5073], [-0.5657, -0.0375, 3.5751], [0.1243, -0.8148, 2.6913], [-0.6194, -0.9749, 3.3264], [-3.1153, -1.1869, 1.9805], [-2.7994, -1.6062, 0.6292], [-3.5380, -1.5332, 1.2795], [0.7472, -2.3616, -0.0509], [-0.5234, -3.0353, 0.7824], [-0.0871, -2.2555, 0.5860], [0.7175, -1.1095, -1.4828], [2.2468, -1.1388, -1.7885], [1.4791, -1.7289, -1.6869]],
  "forces_ev_per_a": [[1.873, 1.048, 1.250], [3.214, -2.006, 0.109], [-4.406, 3.061, -2.841], [2.875, -2.742, 3.138], [-0.932, -1.011, 0.127], [-0.261, 0.245, -1.007], [-1.509, 1.035, -0.166], [-0.277, -0.378, 0.304], [-0.443, 1.379, 0.969], [-0.499, -0.594, -0.763], [-0.428, 1.609, -0.407], [-1.049, -0.142, 1.089], [-0.702, -1.676, 0.099], [1.594, 1.773, -1.178], [2.178, 1.868, 4.306], [-0.972, -0.148, 0.629], [-1.031, -1.753, -4.887], [-2.749, -0.615, 2.128], [-0.885, -2.724, 0.362], [3.723, 3.360, -2.540], [1.827, -2.529, -1.107], [-0.171, -0.421, -0.050], [-0.973, 1.361, 0.435]],
  "mulliken_charge": [-0.968, -0.222, 0.561, -0.233, 0.348, 0.293, 0.273, 0.348, 0.059, 0.281, 0.238, 0.307, 0.271, -0.581, 0.318, 0.277, -0.603, 0.427, 0.287, -0.636, 0.307, 0.333, -0.686],
  "charge": 1,
  "gap_ev": [9.096, 5.850],
  "e_lumo_ev": [-4.7, -8.0],
  "e_above_lowest_ev": 3.034,
  "e_homo_ev": [-13.83, -13.83],
  "spin_multiplicity": 2
}

=====

# 2
{
  "formula": "C3H15NO4",
  "method": "wB97M-V/def2-TZVPD",
  "symbols": ["N", "C", "C", "C", "H", "H", "H", "H", "H", "H", "H", "H", "H", "O", "H", "H", "O", "H", "H", "O", "H", "H", "O"],
  "positions_angstrom": [[1.6644, 2.7245, 1.1606], [0.6395, 2.6259, 0.1992], [-1.1334, 3.5242, 1.7198], [-0.7257, 3.1467, 0.5115], [1.3772, 2.5675, 2.1244], [2.2981, 3.5193, 1.0870], [0.6337, 1.5370, -0.0857], [1.0567, 2.9498, -0.7609], [-2.0394, 4.1050, 1.8476], [-0.5980, 3.3735, 2.6515], [-1.4053, 3.2971, -0.3197], [0.4764, -1.7309, -4.3057], [-0.8241, -2.5091, -4.8451], [0.0821, -2.5721, -4.5451], [1.6937, -7.1013, -0.5678], [0.7105, -6.3913, 0.3164], [1.5416, -6.2452, -0.1504], [-1.7620, -2.8149, 5.3286], [-1.7767, -2.4976, 3.9257], [-1.5050, -3.2337, 4.4938], [-0.4690, 1.0189, -3.8154], [-0.1854, 0.1376, -2.6133], [0.2501, 0.5692, -3.3570]],
  "forces_ev_per_a": [[-1.388, 1.129, 0.655], [1.435, -0.766, -1.546], [0.016, 0.279, 0.106], [-0.462, 0.288, 0.975], [0.233, -0.386, 0.090], [0.677, -0.498, -0.291], [-0.518, -0.120, 0.427], [-0.282, 0.636, 0.124], [-0.176, -0.338, -0.162], [0.194, 0.014, -0.142], [0.342, -0.239, -0.289], [-0.549, 0.326, -0.246], [-0.004, 0.593, 0.013], [0.547, -0.841, 0.220], [0.173, 0.132, -0.062], [0.066, 0.171, 0.046], [-0.241, -0.291, 0.027], [0.226, -0.671, 0.324], [0.188, -0.487, -0.508], [-0.429, 1.152, 0.191], [0.077, -0.031, -0.153], [0.004, -0.189, -0.128], [-0.127, 0.137, 0.327]],
  "mulliken_charge": [-0.121, -0.217, -0.890, 0.159, 0.314, 0.323, 0.273, 0.398, 0.266, 0.144, 0.346, 0.331, 0.313, -0.634, 0.325, 0.320, -0.646, 0.323, 0.302, -0.625, 0.338, 0.325, -0.666],
  "charge": 1,
  "gap_ev": [9.344, 3.745],
  "e_lumo_ev": [-3.6, -9.2],
  "e_above_lowest_ev": 3.135,
  "e_homo_ev": [-12.92, -12.92],
  "spin_multiplicity": 2
}

=====

# 3
{
  "formula": "C3H16HgO6",
  "method": "wB97M-V/def2-TZVPD",
  "symbols": ["Hg", "C", "C", "O", "H", "H", "H", "H", "H", "C", "O", "H", "H", "H", "O", "H", "H", "O", "H", "H", "O", "H", "H", "O", "H", "H"],
  "positions_angstrom": [[0.3796, 0.3349, -0.4508], [0.2965, -2.5859, 2.9697], [-0.1485, -2.0014, 1.6371], [0.9059, -1.3458, 1.0114], [1.0033, -3.3897, 2.7960], [-0.5859, -2.9988, 3.4826], [0.5293, -1.7607, 3.6423], [-1.0505, -1.3723, 1.7429], [-0.4724, -2.8422, 0.9744], [1.0690, 3.4642, 0.0183], [1.3417, 2.1482, 0.3221], [1.6258, 4.1255, 0.6908], [1.2914, 3.6878, -1.0460], [0.0079, 3.8033, 0.0351], [-1.7869, 1.3804, 0.3322], [-1.9487, 2.3230, 0.2210], [-2.6600, 0.9862, 0.4174], [-1.3448, -1.2980, -1.0637], [-1.1896, -2.1890, -0.7262], [-2.2888, -1.1494, -0.9592], [1.6612, -0.9917, -2.0397], [1.3815, -1.9122, -2.0403], [2.1562, -0.8776, -2.8562], [-0.0199, 1.3449, -2.6766], [0.6253, 1.8580, -3.1728], [-0.7785, 1.2581, -3.2616]],
  "forces_ev_per_a": [[1.466, 0.340, 2.311], [-1.808, 0.300, 0.116], [0.453, -0.061, -0.922], [-0.470, 0.686, -0.721], [0.496, 0.332, 0.403], [0.040, -0.396, -0.260], [1.024, -0.169, -0.148], [0.049, 0.037, 0.328], [-0.219, -0.227, 0.293], [-0.472, -0.158, -1.105], [-0.475, -0.631, -0.083], [0.073, 0.111, -0.153], [0.530, 0.293, 0.183], [-0.101, -0.327, 0.581], [-0.577, 0.081, -0.045], [0.230, 0.099, 0.049], [-0.027, -0.015, 0.125], [-0.507, -0.268, -0.570], [0.174, 0.077, 0.278], [-0.041, 0.005, -0.010], [0.291, -0.448, -0.478], [0.054, -0.067, 0.229], [0.018, 0.140, -0.019], [-0.248, 0.244, -0.558], [0.112, 0.097, 0.153], [-0.067, -0.074, 0.023]],
  "mulliken_charge": [1.576, -1.290, 0.168, -0.877, 0.289, 0.377, 0.329, 0.128, 0.111, -0.499, -0.780, 0.241, 0.170, 0.113, -0.540, 0.262, 0.259, -0.617, 0.292, 0.260, -0.509, 0.275, 0.254, -0.510, 0.266, 0.252],
  "gap_ev": 7.065,
  "e_lumo_ev": -0.4,
  "e_above_lowest_ev": 0.018,
  "e_homo_ev": -7.50
}

=====

# 4
{
  "formula": "C3H16N2O2",
  "method": "wB97M-V/def2-TZVPD",
  "symbols": ["C", "C", "C", "N", "N", "H", "H", "H", "H", "H", "H", "H", "H", "H", "H", "H", "H", "H", "H", "O", "H", "H", "O"],
  "positions_angstrom": [[1.1222, 0.5318, -0.6724], [-0.1091, 1.1535, 0.8768], [0.5076, -0.0493, 1.3356], [-1.1972, 0.7142, 3.5305], [1.0535, -0.7129, -1.5674], [2.0947, 0.7273, -0.3096], [0.7120, 1.4662, -1.1621], [-1.0385, 1.3728, 0.3744], [0.4456, 2.0575, 1.0124], [0.2091, -1.0127, 0.9118], [1.5295, -0.0665, 1.7810], [-1.5387, -0.2700, 3.7650], [-1.1402, 1.1004, 4.4732], [-3.9419, -1.1514, -0.8344], [0.7309, -1.6166, -1.0791], [2.0400, -0.6250, -2.0079], [0.1576, -0.4580, -2.2025], [3.7647, 0.5822, -2.9572], [3.3645, -0.8242, -3.4553], [3.0863, -0.0975, -2.8615], [-5.2944, -2.0077, -0.7729], [-2.0667, 0.9984, 3.0933], [-4.4913, -1.8122, -1.2718]],
  "forces_ev_per_a": [[-1.748, 0.650, 0.680], [2.007, -1.434, -0.648], [0.610, 0.896, -2.719], [-0.882, -2.722, 0.233], [-4.710, 1.399, 1.231], [1.074, -0.085, 0.145], [0.483, -1.359, 0.220], [-0.548, -0.914, 0.228], [0.229, 0.553, 0.753], [-0.759, 0.126, 1.188], [-1.178, 0.389, 0.210], [1.063, 1.147, -0.294], [-0.007, 0.498, -0.330], [-0.796, -0.185, 0.264], [1.233, 1.482, -0.819], [-0.233, -0.319, -0.816], [2.967, -1.124, 0.892], [0.057, 0.141, 0.159], [-0.023, 0.441, 0.161], [0.512, -0.738, -0.695], [0.317, 0.371, 0.172], [-0.134, 0.950, 0.198], [0.465, -0.164, -0.412]],
  "mulliken_charge": [-0.909, -0.309, -0.235, -0.765, -0.305, 0.513, 0.445, 0.373, 0.365, 0.278, 0.352, 0.298, 0.278, 0.270, 0.424, 0.435, 0.432, 0.341, 0.339, -0.628, 0.347, 0.277, -0.617],
  "charge": 2,
  "gap_ev": 7.200,
  "e_lumo_ev": -9.1,
  "e_above_lowest_ev": 6.829,
  "e_homo_ev": -16.32
}

=====

# 5
{
  "formula": "C3H16NO3",
  "method": "wB97M-V/def2-TZVPD",
  "symbols": ["C", "C", "C", "N", "H", "H", "H", "H", "H", "H", "H", "H", "H", "H", "H", "H", "O", "H", "H", "O", "H", "H", "O"],
  "positions_angstrom": [[0.2224, -1.4035, -0.8916], [-0.2065, -1.1507, -2.3643], [-1.6870, -1.4141, -2.5606], [1.3411, -0.4495, -0.5197], [-0.6067, -1.1806, -0.2415], [0.5549, -2.4330, -0.8125], [0.3601, -1.8644, -2.9422], [-0.0303, -0.0968, -2.5494], [-1.9050, -1.5116, -3.6256], [-2.0081, -2.3775, -2.1571], [-2.3597, -0.6263, -2.2107], [2.0691, -0.9370, 0.0015], [1.7169, -0.0478, -1.3723], [0.9435, 0.2654, 0.0990], [-0.8367, 1.5833, 1.4401], [-1.9007, 1.3345, 0.2744], [-0.9762, 1.4533, 0.4932], [3.8128, -0.4322, 2.0657], [3.9893, 0.6380, 1.0457], [3.3084, 0.0404, 1.3871], [-2.9252, 2.5087, 3.0852], [-1.9032, 2.2561, 4.2387], [-2.0467, 2.1753, 3.2897]],
  "forces_ev_per_a": [[-0.394, 0.373, -1.165], [-0.480, -0.231, 1.681], [-0.608, -0.456, -0.747], [-0.771, -1.058, 0.281], [-0.097, -0.108, 0.424], [0.118, 0.056, 0.452], [0.356, 0.398, -0.718], [0.366, 0.076, -0.653], [0.104, 0.137, -0.063], [0.096, 0.119, 0.280], [0.316, -0.065, 0.297], [0.345, 0.394, 0.107], [0.241, 0.285, 0.095], [0.088, 0.305, -0.283], [-0.872, 0.158, 0.083], [-0.190, 0.095, 0.524], [1.230, -0.381, -0.509], [-0.361, -0.083, 0.036], [-0.256, 0.097, -0.095], [0.678, -0.069, 0.066], [0.013, 0.075, 0.300], [-0.238, 0.089, -0.105], [0.316, -0.208, -0.288]],
  "mulliken_charge": [-0.477, -0.354, -1.356, -0.210, 0.329, 0.335, 0.303, 0.377, 0.373, 0.355, 0.326, 0.411, 0.332, 0.264, 0.347, 0.298, -0.642, 0.329, 0.327, -0.663, 0.308, 0.312, -0.623],
  "charge": 1,
  "gap_ev": 11.701,
  "e_lumo_ev": -2.9,
  "e_above_lowest_ev": 0.528,
  "e_homo_ev": -14.55
}

=====

# 6
{
  "formula": "C3H16NO3",
  "method": "wB97M-V/def2-TZVPD",
  "symbols": ["C", "C", "N", "C", "H", "H", "H", "H", "H", "H", "H", "H", "H", "H", "H", "H", "O", "H", "H", "O", "H", "H", "O"],
  "positions_angstrom": [[1.5560, -2.0428, 0.6048], [1.9142, -0.7905, -0.2328], [0.6710, -0.0544, -0.5368], [0.8807, 1.0963, -1.4547], [0.8290, -2.6779, 0.0840], [2.4393, -2.6766, 0.6301], [1.0468, -1.7454, 1.5178], [2.6280, -0.1339, 0.2533], [2.3351, -1.1910, -1.1564], [0.2113, 0.2966, 0.3584], [-0.0073, -0.7189, -0.9717], [1.9149, 1.4317, -1.3253], [0.2804, 1.9574, -1.1802], [0.8462, 0.8143, -2.5029], [-1.0730, 1.6121, 1.7290], [-0.6512, 0.3351, 2.5023], [-0.4732, 0.8070, 1.6703], [-2.1941, -1.6950, -1.7006], [-0.9864, -2.0598, -2.5719], [-1.2201, -1.7243, -1.7133], [-2.8809, 2.2367, 0.6870], [-2.9965, 2.2922, 2.1813], [-2.3931, 2.4958, 1.4690]],
  "forces_ev_per_a": [[-0.326, 0.464, -1.045], [-0.410, -1.711, 0.212], [-0.468, 0.335, -0.476], [1.378, 0.378, 0.201], [-0.021, 0.335, -0.248], [0.065, 0.164, 0.948], [0.665, -0.308, 0.504], [-0.041, 0.077, 0.068], [0.074, 0.537, -0.184], [0.368, -0.346, -0.386], [0.193, 0.396, 0.321], [-0.111, -0.020, 0.167], [-0.466, -0.232, -0.234], [-0.601, -0.098, 0.045], [0.410, -0.725, -0.451], [0.324, 0.043, -0.472], [-0.477, 0.398, 1.122], [0.560, -0.033, 0.031], [0.091, -0.335, -0.642], [-0.744, 0.197, 0.425], [-0.087, 0.011, -0.413], [-0.330, 0.129, 0.508], [-0.046, 0.344, 0.000]],
  "mulliken_charge": [-1.073, -0.451, 0.167, -0.831, 0.281, 0.371, 0.289, 0.396, 0.396, 0.257, 0.261, 0.351, 0.313, 0.328, 0.394, 0.263, -0.666, 0.286, 0.310, -0.640, 0.336, 0.349, -0.685],
  "charge": 1,
  "gap_ev": 12.463,
  "e_lumo_ev": -2.9,
  "e_above_lowest_ev": 0.350,
  "e_homo_ev": -15.36
}

=====

Question: Number 1 is which compound?
Answer: C3H15NO4